#P
This record from OMol25 describes a 7-piece molecular cluster, C26H72N6O8 overall. The level of theory is ωB97M-V/def2-TZVPD.

As for the SMILES: COC[C@H](C)N.COC[C@H](C)N.COC[C@H](C)N.COC[C@H](C)N.COC[C@H](C)N.COC[C@H](C)N.OCCO. The HOMO energy comes out at -8.870 eV. The LUMO energy is 0.472 eV. The net charge is 0.

CARTESIAN COORDINATES (ANGSTROEM)
O (-1.0123, 5.6377, 3.6725)
O (-4.5976, 4.1039, 1.3337)
O (-3.7841, -2.7187, -2.0339)
O (-1.1272, -0.0353, 1.4195)
O (4.9192, -5.4119, 2.1074)
O (2.3961, -3.4867, 3.8937)
O (2.0194, -4.4151, -2.9831)
O (3.5039, 0.5498, -2.9362)
N (4.1077, -6.1231, -0.4672)
N (-2.9703, 5.6788, -1.4909)
N (3.3372, -1.9780, -4.1271)
N (0.2098, -2.4675, 2.2111)
N (-7.4081, -3.1345, -1.5760)
N (1.1594, 8.0321, 1.9664)
C (4.4495, -4.2038, 2.6877)
C (0.7946, 7.0746, 2.9939)
C (-4.3485, 4.2899, -0.0735)
C (-6.2366, -1.1292, -2.2674)
C (0.6224, -1.1241, 2.6581)
C (2.2447, -5.0480, -1.7294)
C (3.7072, 1.9156, -3.1377)
C (0.9436, 7.8267, 4.3196)
C (-2.6143, -3.4349, -1.9778)
C (3.6803, -5.6011, -1.7920)
C (-2.2101, 0.8425, 1.3668)
C (0.8102, -3.6919, -3.0049)
C (-5.6698, 3.3008, 1.7119)
C (-0.5731, -0.1343, 2.7053)
C (-0.5439, 4.3434, 3.3947)
C (5.6401, -2.3549, -3.8018)
C (4.7196, -0.1731, -2.9948)
C (-4.8910, -3.0204, -1.2256)
C (3.9928, -6.7303, -2.8151)
C (-3.3744, 5.4531, -0.1121)
C (-3.6791, 6.8155, 0.5090)
C (-6.0958, -2.5902, -2.0440)
C (-0.6728, 6.6495, 2.7575)
C (1.7502, -0.6455, 1.8159)
C (4.4477, -1.6574, -3.1852)
C (3.1171, -4.6134, 3.3988)
H (5.8120, -2.0037, -4.8210)
H (-7.1536, -0.8128, -2.7685)
H (1.9457, -3.1118, 3.1363)
H (-2.1080, 6.2088, -1.4552)
H (4.2546, 2.3990, -2.3224)
H (2.6072, -5.2638, 2.6779)
H (5.2180, 0.1785, -3.9068)
H (1.0051, -1.1886, 3.6809)
H (5.8407, -3.4223, -3.7412)
H (0.5402, 4.4189, 3.2734)
H (-1.2437, 7.4560, 3.2253)
H (-5.4719, -0.6186, -2.8578)
H (2.6351, -1.2751, -3.9124)
H (-2.3220, -3.5245, -0.9215)
H (5.0123, -6.5651, -0.5735)
H (-4.9908, -4.0795, -0.9630)
H (0.7091, -3.3035, -4.0183)
H (-8.2022, -2.9808, -2.1715)
H (4.1412, -3.5606, 1.8571)
H (-4.6806, 7.2191, 0.3587)
H (4.1545, -2.1063, -2.2299)
H (3.6834, -6.3178, -3.7773)
H (3.3732, -7.6096, -2.6295)
H (-0.8678, 6.4707, 1.6992)
H (2.7087, -1.1459, 1.9737)
H (6.5364, -1.8934, -3.3590)
H (0.7430, 7.2314, 5.2171)
H (1.9145, 8.2524, 4.5827)
H (-0.1677, 0.8223, 3.0568)
H (-5.2657, 4.3888, -0.6595)
H (0.7920, 8.9403, 2.2131)
H (1.4431, 6.2018, 2.9229)
H (-4.7807, -2.5626, -0.2350)
H (-3.5350, 6.7961, 1.5944)
H (-5.9536, -3.1347, -2.9803)
H (-2.9066, 7.5375, 0.2419)
H (-1.9164, -2.9669, -2.6687)
H (2.7277, 2.3800, -3.2543)
H (-0.7352, 3.5502, 4.1186)
H (-0.3606, -2.8791, 2.9403)
H (-5.3262, 3.0037, 2.7063)
H (5.3927, 0.0136, -2.1540)
H (0.2492, 8.6657, 4.4158)
H (-6.2913, -0.6082, -1.3063)
H (-3.6136, 6.2626, -2.0101)
H (2.1437, -4.3404, -0.9012)
H (4.3279, -4.7513, -2.0164)
H (3.4739, -6.8530, -0.1590)
H (3.0008, -2.9043, -3.8810)
H (2.1071, 0.3789, 1.9597)
H (-3.0552, 0.5024, 1.9746)
H (3.2824, -5.3648, 4.1738)
H (-0.9116, 3.8193, 2.5036)
H (-0.3504, -2.1683, 1.4246)
H (1.5399, -5.8487, -1.4755)
H (-6.6437, 3.7948, 1.7545)
H (-0.0594, -4.3019, -2.7474)
H (5.0346, -7.0390, -2.7627)
H (4.4433, -5.4922, 1.2477)
H (-5.8134, 2.3377, 1.2086)
H (-2.0622, 1.9049, 1.5872)
H (2.1660, 8.0636, 1.8885)
H (-2.7212, -4.4994, -2.2345)
H (0.7471, -2.8214, -2.3573)
H (-3.8105, 3.3855, -0.3658)
H (-1.2849, -0.3999, 3.4944)
H (5.1503, -3.8003, 3.4152)
H (-2.5722, 4.9766, 0.4586)
H (4.2682, 2.0464, -4.0693)
H (-7.5528, -2.9749, -0.5914)
H (1.5020, -0.6267, 0.7536)
H (-2.6597, 0.9232, 0.3741)

=====

#Q
This record from OMol25 describes a 7-piece molecular cluster, C26H72N6O8 overall. The level of theory is ωB97M-V/def2-TZVPD.

As for the SMILES: COC[C@H](C)N.COC[C@H](C)N.COC[C@H](C)N.COC[C@H](C)N.COC[C@H](C)N.COC[C@H](C)N.OCCO. The HOMO energy comes out at -8.474 eV. The LUMO energy is 0.611 eV. The net charge is 0.

CARTESIAN COORDINATES (ANGSTROEM)
O (-3.1279, 0.0610, 3.6434)
O (-0.1427, 0.6757, -1.4201)
O (-0.4935, -4.0019, 0.7750)
O (-5.9432, 1.0991, -0.6002)
O (-3.4235, 4.1259, 1.5082)
O (6.2177, 0.0947, -1.5011)
O (6.8567, -1.3045, 1.7851)
O (1.3413, -1.5762, -0.0002)
N (-1.4558, -4.5660, -1.8097)
N (-2.0541, 3.8179, -1.8255)
N (3.6252, 1.8121, -3.5330)
N (-0.3624, 1.0777, 1.3145)
N (3.2453, -2.0293, 2.3399)
N (-3.1128, 0.6400, -3.0221)
C (4.8938, -3.1039, 0.9402)
C (-6.3504, 2.2649, 0.1264)
C (-2.0647, 3.8522, -0.3857)
C (4.6461, -2.3192, 2.1606)
C (7.7134, -0.1102, 1.7594)
C (1.0357, 0.0182, -1.7971)
C (-1.6272, -4.8425, 0.6257)
C (-4.7110, 1.3279, -1.2119)
C (4.6054, 2.4308, -1.3235)
C (1.2016, -1.4437, -1.4494)
C (4.8582, 1.7900, -2.7116)
C (6.9998, -1.0295, -1.6275)
C (-2.3827, -4.5548, -0.7372)
C (-4.3510, -1.0310, -1.9474)
C (-2.0399, -0.7538, 1.1635)
C (5.5516, -1.0006, 2.1821)
C (5.2694, 0.3186, -2.5825)
C (0.2139, -4.1915, 2.0188)
C (-4.4744, 4.9688, 2.1136)
C (-4.3324, 0.7498, 3.2527)
C (-4.4052, 0.4020, -2.4041)
C (-1.9372, 0.7799, 3.2409)
C (-3.3121, 4.4383, 0.1240)
C (-0.9291, 4.6708, 0.2088)
C (-3.4789, -5.5855, -0.9519)
C (-1.6917, 0.6119, 1.7376)
H (7.9637, 0.3093, 2.7093)
H (5.9755, -3.2195, 0.8402)
H (4.9809, -0.2423, 1.5905)
H (-5.3524, -1.3574, -1.6363)
H (3.8612, 2.0141, -4.5177)
H (-1.2291, -5.5144, -2.0814)
H (8.6471, -0.3705, 1.1815)
H (4.2968, 3.4547, -1.4367)
H (-3.8300, 1.2525, -0.5013)
H (-4.2722, -5.4681, -0.1976)
H (-4.0510, -1.7237, -2.7579)
H (-0.0886, 0.8346, -0.4418)
H (1.0899, 0.2002, -2.8877)
H (-2.9642, -1.1463, 1.6449)
H (-3.0022, -6.5905, -0.9283)
H (7.7437, -1.0581, -2.4668)
H (1.0396, -3.5482, 1.9712)
H (-2.5401, 1.2172, 1.4126)
H (5.4934, 2.3814, -0.7131)
H (-4.3987, 1.0334, 2.1702)
H (-4.3886, 1.6385, 3.8988)
H (0.7061, -2.1993, 0.3274)
H (5.0817, -2.8572, 2.9994)
H (3.1134, -1.3194, 3.1139)
H (-0.8903, 5.6555, -0.2398)
H (-4.1002, 4.0219, -0.5032)
H (-1.1284, 0.4478, 3.8854)
H (-2.1683, 4.6964, -2.2739)
H (3.0376, 2.5042, -3.1228)
H (-1.1691, -1.4422, 1.2569)
H (-5.1612, 0.5475, -3.2002)
H (-0.3560, -3.8674, 2.8975)
H (-2.8158, 1.6313, -3.1468)
H (-3.3342, 5.5339, -0.0038)
H (-2.3282, 0.2155, -2.5640)
H (-5.1722, 0.1146, 3.4684)
H (-2.1299, 1.9261, 3.3460)
H (-1.2877, 3.2130, -2.2176)
H (-5.4830, 4.5013, 1.8884)
H (0.3664, -1.9771, -1.8984)
H (-2.0705, 2.7971, -0.0630)
H (4.2997, -4.0143, 1.0241)
H (-2.2375, -4.6645, 1.4928)
H (2.7757, -1.7571, 1.4725)
H (-1.2052, 4.7763, 1.2652)
H (6.3041, -1.8300, -1.7962)
H (7.3035, 0.6628, 1.0948)
H (1.9235, 0.5041, -1.2838)
H (5.6811, 2.4090, -3.0882)
H (-3.8298, -5.4707, -1.9871)
H (-6.5478, 3.0825, -0.6475)
H (-4.3158, 4.8852, 3.1880)
H (2.1014, -1.8199, -1.8695)
H (-7.3100, 2.0825, 0.5579)
H (-5.6010, 2.5387, 0.9582)
H (0.6572, -5.1962, 2.1025)
H (-3.5534, -1.1051, -1.2195)
H (5.4888, -0.5300, 3.2302)
H (-1.2615, -5.8667, 0.5539)
H (3.7815, 1.9002, -0.8731)
H (-0.6019, -4.2661, -1.4617)
H (-2.8058, -3.5478, -0.6025)
H (4.5218, -2.5313, 0.0794)
H (-4.6258, 2.3174, -1.6677)
H (-2.1869, -0.6511, 0.0831)
H (-4.4356, 6.0157, 1.7956)
H (4.3668, -0.3150, -2.4211)
H (0.3500, 0.4658, 1.7057)
H (5.6672, -0.0330, -3.5487)
H (-0.0925, 2.0513, 1.5337)
H (0.0379, 4.2248, 0.0217)
H (7.5942, -1.1427, -0.6739)

=====

Least stable of them? #P.

=====

#P
This record from OMol25 describes an isolated molecule of C6H6O3. The level of theory is ωB97M-V/def2-TZVPD.

As for the SMILES: C1=C[C@H]2OC=C[C@@H](O1)O2. The HOMO energy comes out at -8.944 eV. The LUMO energy is 0.747 eV. The net charge is 0.

CARTESIAN COORDINATES (ANGSTROEM)
O (-1.5783, 0.9843, -0.2437)
O (-0.1158, 0.0752, 1.2618)
O (1.3714, -1.0408, -0.1778)
C (-0.8380, -1.3403, -0.4045)
C (0.1296, -1.0994, 0.6263)
C (-1.6680, -0.3720, -0.6186)
C (1.7658, 0.1894, -0.5332)
C (-0.1804, 1.2769, 0.4377)
C (1.0483, 1.3504, -0.4330)
H (2.7596, 0.4317, -0.8406)
H (1.1585, 2.2026, -0.9149)
H (-2.4765, -0.6863, -1.1510)
H (-0.4881, -2.3842, -0.8959)
H (-0.3031, 2.1939, 1.0863)
H (0.3875, -1.9366, 1.5455)

=====

#Q
This record from OMol25 describes an isolated molecule of C6H6O3. The level of theory is ωB97M-V/def2-TZVPD.

As for the SMILES: OC1=CC=C[C@]2(O)O[C@H]12. The HOMO energy comes out at -8.388 eV. The LUMO energy is 0.727 eV. The net charge is 0.

CARTESIAN COORDINATES (ANGSTROEM)
O (0.9445, 1.0129, 1.0889)
O (-2.2349, 1.3821, -0.2825)
O (2.4812, 0.5939, -0.6395)
C (-1.3396, -0.7857, 0.2266)
C (1.0501, -1.1918, 0.0429)
C (-0.2023, -1.6452, 0.2366)
C (0.1131, 1.1589, -0.0447)
C (1.3166, 0.2419, -0.0046)
C (-1.2076, 0.5414, -0.0052)
H (0.1783, 2.1277, -0.5298)
H (-3.0674, 0.8924, -0.2934)
H (1.8936, -1.8436, -0.1056)
H (-0.3799, -2.7062, 0.3226)
H (-2.3229, -1.2294, 0.2955)
H (2.7772, 1.4506, -0.3081)

=====

Least stable of them? #P.

=====

#P
This record from OMol25 describes C5H6N2 as an isolated structure. The level of theory is ωB97M-V/def2-TZVPD.

The HOMO energy comes out at -7.154 eV. The LUMO energy is 0.770 eV. The net charge is 0.

CARTESIAN COORDINATES (ANGSTROEM)
N (2.5153, -1.1460, 1.1524)
N (-0.7253, -0.1743, 0.1597)
C (0.5820, 0.4717, 0.4347)
C (-0.8811, 0.5286, -0.9742)
C (-1.3296, -1.1606, 0.7847)
C (1.6506, -0.4483, 0.8322)
C (0.5485, 0.9805, -1.0369)
H (1.2010, 0.3592, -1.6678)
H (0.7841, 2.0361, -1.2011)
H (-2.1267, -1.6594, 0.2520)
H (0.4817, 1.2733, 1.1715)
H (-1.6907, 0.3964, -1.6787)
H (-1.0097, -1.4571, 1.7716)

=====

#Q
This record from OMol25 describes an isolated molecule of C5H6N2. The level of theory is ωB97M-V/def2-TZVPD.

As for the SMILES: C=C/C(N)=C/C#N. The HOMO energy comes out at -8.454 eV. The LUMO energy is 0.128 eV. The net charge is 0.

CARTESIAN COORDINATES (ANGSTROEM)
N (0.0788, 1.6946, -0.1641)
N (-2.9133, -0.4526, -0.2772)
C (-1.7694, -0.4470, -0.0415)
C (-0.4717, -0.5784, 0.5884)
C (0.3491, 0.4513, 0.1567)
C (2.1680, -1.0843, -0.3314)
C (1.8052, 0.0923, 0.0904)
H (1.5853, -1.6820, -1.0996)
H (0.9224, 2.2481, -0.1731)
H (-0.7602, 2.1484, 0.1720)
H (-0.0446, -1.4142, 1.1298)
H (2.5763, 0.7781, 0.2446)
H (3.0747, -1.3755, 0.0388)

=====

Least stable of them? #P.